(1)
{"formula": "C4H7NO2", "method": "ωB97M-V with the def2-TZVPD basis set", "total_charge": 0, "e_tot_ha": -361.60950, "de_lowest_kcal_mol": 170.3, "elements": ["C", "C", "N", "O", "C", "C", "O", "H", "H", "H", "H", "H", "H", "H"], "coordinates": [[0.018, -0.094, -1.552], [-0.179, -0.247, -0.080], [0.805, -0.642, 0.805], [2.093, -0.637, 0.263], [-1.358, -0.090, 0.719], [-0.834, 1.255, 1.074], [-2.121, 1.056, 0.451], [-0.052, -1.069, -2.054], [-0.776, 0.542, -1.953], [1.000, 0.324, -1.786], [2.508, -1.404, 0.679], [-1.652, -0.801, 1.485], [0.687, 0.061, 1.585], [-0.138, 1.746, 0.364]]}

(2)
{"formula": "C11H34BrCdN8O5", "method": "ωB97M-V with the def2-TZVPD basis set", "total_charge": 1, "e_tot_ha": -3995.07544, "de_lowest_kcal_mol": 0.0, "elements": ["Cd", "Br", "C", "O", "N", "N", "H", "H", "H", "H", "C", "O", "N", "N", "H", "H", "H", "H", "C", "O", "N", "N", "H", "H", "H", "H", "C", "C", "C", "O", "C", "N", "H", "H", "H", "H", "H", "H", "H", "H", "H", "H", "H", "C", "C", "C", "O", "C", "N", "H", "H", "H", "H", "H", "H", "H", "H", "H", "H", "H"], "coordinates": [[5.582, -2.196, -30.650], [8.379, -4.796, -30.580], [10.943, -10.235, -31.317], [11.533, -11.356, -31.361], [9.681, -10.151, -31.459], [11.471, -9.086, -31.043], [9.442, -11.035, -31.885], [9.425, -9.293, -31.926], [10.889, -8.268, -30.933], [12.474, -9.204, -31.031], [7.441, -9.057, -26.273], [7.173, -9.159, -25.109], [6.820, -8.383, -27.157], [8.394, -9.709, -26.797], [7.224, -8.006, -28.003], [6.133, -7.737, -26.796], [8.428, -9.798, -27.802], [8.794, -10.443, -26.228], [13.988, -3.614, -28.850], [14.487, -3.647, -27.712], [13.014, -2.892, -29.171], [14.450, -4.179, -29.912], [12.636, -2.181, -28.561], [12.489, -3.243, -29.959], [15.335, -4.666, -29.926], [14.015, -3.963, -30.797], [13.191, -1.961, -35.658], [12.806, -3.398, -35.514], [13.807, -4.307, -36.218], [13.300, -5.669, -36.244], [13.971, -6.547, -35.268], [12.575, -3.602, -34.065], [14.148, -1.616, -35.265], [12.377, -1.366, -35.243], [13.185, -1.628, -36.696], [11.806, -3.431, -35.947], [14.749, -4.281, -35.670], [14.067, -3.948, -37.214], [14.962, -6.887, -35.569], [13.446, -7.489, -35.111], [13.940, -6.042, -34.302], [11.792, -2.981, -33.918], [12.153, -4.520, -34.061], [2.986, 1.965, -28.173], [4.092, 1.002, -28.568], [4.202, -0.050, -27.393], [5.249, -0.948, -27.766], [5.948, -1.312, -26.651], [3.725, 0.272, -29.798], [2.089, 1.417, -27.886], [2.803, 2.637, -29.012], [3.256, 2.513, -27.270], [5.067, 1.488, -28.581], [3.257, -0.485, -27.066], [4.543, 0.475, -26.500], [6.761, -1.954, -26.988], [5.376, -1.812, -25.869], [6.512, -0.568, -26.087], [3.815, 0.899, -30.585], [2.732, 0.090, -29.793]]}

(3)
{"formula": "C37H35CdN8O3P", "method": "ωB97M-V with the def2-TZVPD basis set", "total_charge": 0, "e_tot_ha": -2603.81997, "de_lowest_kcal_mol": 7.3, "elements": ["Cd", "C", "C", "C", "C", "C", "C", "N", "C", "C", "C", "C", "C", "C", "N", "N", "C", "C", "C", "C", "C", "N", "H", "H", "H", "H", "H", "H", "H", "H", "H", "H", "H", "H", "H", "C", "C", "C", "C", "C", "C", "N", "C", "C", "C", "C", "C", "C", "N", "N", "C", "C", "C", "C", "C", "N", "H", "H", "H", "H", "H", "H", "H", "H", "H", "H", "H", "H", "H", "C", "O", "P", "O", "C", "O", "C", "H", "H", "H", "H", "H", "H", "H", "H", "H"], "coordinates": [[0.060, 0.150, -0.733], [-2.053, -3.124, 4.391], [-0.780, -3.520, 4.001], [-0.330, -3.263, 2.716], [-1.136, -2.591, 1.792], [-2.421, -2.220, 2.186], [-2.870, -2.483, 3.472], [-0.626, -2.256, 0.521], [-0.239, -3.230, -0.254], [-0.575, -4.629, -0.011], [-0.216, -5.607, -0.865], [0.536, -5.331, -2.056], [0.902, -4.063, -2.329], [0.552, -2.979, -1.456], [0.996, -1.737, -1.677], [1.837, -1.571, -2.645], [2.213, -0.265, -2.884], [3.377, -0.089, -3.652], [3.810, 1.178, -3.942], [3.073, 2.273, -3.480], [1.940, 2.020, -2.745], [1.505, 0.788, -2.450], [-2.402, -3.314, 5.398], [-0.132, -4.033, 4.701], [0.660, -3.580, 2.410], [-3.066, -1.724, 1.474], [-3.870, -2.180, 3.756], [-1.166, -4.858, 0.864], [-0.519, -6.627, -0.659], [0.792, -6.137, -2.730], [1.467, -3.822, -3.218], [3.906, -0.974, -3.977], [4.712, 1.328, -4.522], [3.370, 3.290, -3.692], [1.330, 2.829, -2.368], [5.154, -0.712, 1.246], [4.812, 0.326, 0.392], [3.523, 0.837, 0.388], [2.547, 0.314, 1.238], [2.899, -0.727, 2.098], [4.189, -1.232, 2.100], [1.226, 0.777, 1.114], [0.447, 0.999, 2.166], [0.943, 1.237, 3.494], [0.108, 1.601, 4.503], [-1.295, 1.746, 4.314], [-1.823, 1.485, 3.091], [-0.988, 1.092, 2.015], [-1.478, 0.700, 0.816], [-2.719, 0.585, 0.615], [-3.029, 0.046, -0.653], [-4.368, -0.278, -0.865], [-4.732, -0.874, -2.054], [-3.758, -1.130, -3.014], [-2.459, -0.759, -2.733], [-2.100, -0.176, -1.589], [6.156, -1.119, 1.239], [5.553, 0.745, -0.278], [3.251, 1.645, -0.282], [2.143, -1.144, 2.749], [4.442, -2.046, 2.769], [2.008, 1.164, 3.664], [0.526, 1.803, 5.482], [-1.923, 2.052, 5.139], [-2.884, 1.569, 2.898], [-5.079, -0.066, -0.080], [-5.764, -1.148, -2.232], [-3.999, -1.602, -3.956], [-1.661, -0.926, -3.449], [0.379, 5.415, -2.081], [-0.861, 4.722, -2.012], [-0.966, 3.429, -1.010], [-1.171, 4.083, 0.448], [-0.044, 4.192, 1.326], [-2.522, 3.105, -1.274], [-2.944, 2.840, -2.611], [0.213, 6.460, -1.823], [0.777, 5.354, -3.095], [1.122, 5.005, -1.389], [-0.383, 3.959, 2.334], [0.339, 5.213, 1.297], [0.748, 3.493, 1.048], [-3.902, 2.328, -2.546], [-2.231, 2.195, -3.133], [-3.054, 3.773, -3.163]]}

(4)
{"formula": "C3H4AlO2", "method": "ωB97M-V with the def2-TZVPD basis set", "total_charge": 1, "e_tot_ha": -509.10500, "de_lowest_kcal_mol": 132.5, "elements": ["O", "Al", "C", "O", "C", "H", "H", "H", "C", "H"], "coordinates": [[-0.666, -1.559, -0.984], [0.965, -1.279, 0.255], [-0.751, -0.333, -1.246], [0.089, 0.328, -0.322], [0.083, 1.747, -0.286], [-0.940, 2.099, -0.109], [0.735, 2.084, 0.528], [0.457, 2.135, -1.242], [0.088, -2.671, 1.156], [-0.060, -2.551, 2.250]]}

(5)
{"formula": "C5H5NO3S", "method": "ωB97M-V with the def2-TZVPD basis set", "total_charge": 0, "e_tot_ha": -872.12154, "smiles": "O=S1(=O)Cc2ncoc2C1", "de_lowest_kcal_mol": 33.9, "elements": ["C", "C", "C", "C", "C", "N", "O", "O", "O", "S", "H", "H", "H", "H", "H"], "coordinates": [[-2.624, -0.067, -0.404], [-0.679, -0.650, 0.037], [-0.672, 0.719, 0.100], [0.586, -1.382, 0.352], [0.685, 1.409, 0.141], [-1.919, -1.133, -0.285], [2.801, -0.046, 0.984], [2.325, 0.111, -1.444], [-1.905, 1.092, -0.235], [1.804, -0.003, -0.081], [-3.605, -0.130, -0.648], [0.919, -1.450, 1.345], [0.748, -2.336, -0.137], [0.681, 2.026, -0.846], [0.856, 1.839, 1.119]]}

(6)
{"formula": "C5H8N", "method": "ωB97M-V with the def2-TZVPD basis set", "total_charge": 1, "e_tot_ha": -249.62175, "de_lowest_kcal_mol": 127.6, "elements": ["C", "C", "C", "C", "C", "N", "H", "H", "H", "H", "H", "H", "H", "H"], "coordinates": [[0.526, -0.185, -0.078], [-1.561, 0.530, -0.031], [-1.473, -0.987, 0.062], [-0.214, 0.990, -0.015], [2.620, -0.056, 0.000], [-0.125, -1.311, -0.046], [-2.269, 1.019, -0.751], [-2.259, 1.126, 0.612], [-1.746, -1.438, 1.006], [-2.150, -1.562, -0.680], [0.090, 1.945, 0.080], [2.960, -1.061, 0.279], [2.720, 0.738, 0.654], [2.882, 0.252, -1.091]]}